(1)
This record from the OMol25 dataset describes one molecule with the formula CH4P2. The level of theory is ωB97M-V/def2-TZVPD.

```
7
Properties=species:S:1:pos:R:3:lowdin_charge:R:1
C -0.827 -1.106 0.216 -0.29
P 1.810 0.215 -0.091 0.51
P -0.227 0.256 -0.437 0.21
H -1.124 -0.937 1.198 -0.09
H 1.548 0.072 1.226 -0.26
H -0.218 -0.091 -1.750 -0.07
H -0.961 1.593 -0.361 -0.01
```

Max |F|   0.0824 Eh/bohr
Frontier orbital gap (alpha / beta)   7.7170 / 6.5595 eV
LUMO energy (alpha / beta)   -0.04007 / -0.06838 Eh
HOMO (alpha / beta)   -0.3237 / -0.3094 Ha
Energy   -722.98329 Ha
Energy relative to the best compared isomer or geometry (same formula, charge and spin)   429.5 kJ/mol

(2)
This record from the OMol25 dataset describes a 2-piece molecular cluster, C7H12 overall. The level of theory is ωB97M-V/def2-TZVPD.

```
19
Properties=species:S:1:pos:R:3:lowdin_charge:R:1
C -0.522 2.595 0.164 -0.10
C -0.333 1.419 -0.744 -0.12
C -0.042 0.175 -0.356 -0.31
C 0.632 -0.805 -1.219 -0.09
C 1.312 -1.682 -0.476 -0.09
C 1.047 -1.497 1.002 -0.18
C -0.077 -0.438 1.030 -0.15
H 0.179 3.379 -0.149 0.07
H -1.526 3.032 0.144 0.07
H -0.279 2.333 1.198 0.06
H -0.275 1.634 -1.812 0.10
H 0.685 -0.698 -2.299 0.11
H 2.036 -2.395 -0.857 0.10
H 0.751 -2.436 1.485 0.11
H 1.943 -1.139 1.526 0.11
H 0.021 0.288 1.842 0.10
H -1.046 -0.937 1.166 0.09
H -2.100 -1.750 -0.866 0.05
H -2.406 -1.079 -0.778 0.05
```

Max |F|   0.0043 Eh/bohr
Frontier orbital gap   9.2218 eV
LUMO energy   0.04151 Eh
HOMO   -0.2974 Ha
Energy   -273.84707 Ha
Energy relative to the best compared isomer or geometry (same formula, charge and spin)   161.4 kJ/mol

(3)
This record from the OMol25 dataset describes a 12-piece molecular cluster, C6H34O12 overall. The level of theory is ωB97M-V/def2-TZVPD.

```
52
Properties=species:S:1:pos:R:3:lowdin_charge:R:1
C 0.178 0.507 1.467 -0.07
C 0.264 -0.455 0.268 -0.19
C -0.903 -0.290 -0.754 -0.37
C -2.208 -0.828 -0.174 -0.05
C -0.522 -1.035 -2.053 -0.12
C -1.556 -0.711 -3.119 -0.27
O -1.415 -0.965 -4.288 0.05
H 1.113 0.651 2.014 0.07
H -0.009 1.483 1.065 0.05
H -0.553 0.176 2.189 0.04
H 1.096 -0.136 -0.358 0.07
H 0.461 -1.485 0.577 0.10
H -0.889 0.777 -0.951 0.10
H -3.105 -0.623 -0.754 0.08
H -2.104 -1.919 -0.128 0.09
H -2.297 -0.459 0.839 0.04
H 0.433 -0.643 -2.383 0.09
H -0.520 -2.099 -1.804 0.13
H -2.424 -0.104 -2.814 0.12
O -0.243 3.116 -0.614 -0.07
H -0.547 2.999 -1.535 0.03
H -0.976 2.974 0.013 0.03
O -2.718 2.464 0.717 -0.07
H -3.302 2.132 0.025 0.05
H -2.720 1.736 1.385 0.00
O 2.278 2.586 -0.083 -0.07
H 1.312 2.822 -0.162 0.01
H 2.778 3.386 0.092 0.06
O -3.069 0.718 2.805 -0.07
H -2.859 1.268 3.566 0.07
H -2.640 -0.154 2.960 0.02
O 3.416 -0.576 0.884 -0.05
H 3.416 -1.083 0.063 0.01
H 2.979 0.267 0.711 0.01
O 3.329 -1.075 -2.008 -0.04
H 4.137 -1.594 -2.083 0.08
H 2.634 -1.605 -2.404 0.06
O 2.008 1.355 -2.482 -0.08
H 2.221 1.766 -1.607 0.01
H 2.695 0.671 -2.561 0.01
O -0.823 2.018 -3.075 -0.05
H 0.067 1.622 -2.969 0.03
H -0.758 2.662 -3.786 0.07
O 1.711 -1.806 3.217 -0.05
H 2.489 -2.237 3.586 0.05
H 2.109 -1.180 2.593 0.01
O -0.101 -4.047 2.087 -0.05
H 0.695 -3.697 2.507 0.02
H -0.128 -3.712 1.188 0.02
O -1.678 -1.743 3.020 -0.05
H -1.985 -2.355 2.342 0.05
H -0.771 -1.539 2.769 0.01
```

Max |F|   0.0339 Eh/bohr
Frontier orbital gap   9.5098 eV
LUMO energy   -0.00140 Eh
HOMO   -0.3509 Ha
Energy   -1151.91041 Ha
Energy relative to the best compared isomer or geometry (same formula, charge and spin)   67.4 kJ/mol

(4)
This record from the OMol25 dataset describes an isolated ion of composition C10H10N3 and charge +1. The level of theory is ωB97M-V/def2-TZVPD.

```
23
Properties=species:S:1:pos:R:3:lowdin_charge:R:1
C -2.257 0.501 -0.548 -0.01
C -1.045 -0.321 -0.161 -0.18
C -1.064 -1.708 -0.543 0.10
C 0.085 -2.507 -0.427 -0.05
C 1.223 -2.018 0.037 0.02
C 1.324 -0.643 0.327 -0.16
N 2.381 0.022 0.679 0.15
N 3.503 -0.107 0.996 0.12
C 4.666 0.148 0.576 -0.01
C 4.450 0.589 -0.776 -0.15
N 3.662 0.810 -1.590 0.19
C 0.120 0.208 0.300 -0.11
C 0.277 1.632 0.605 -0.02
H -2.713 0.170 -1.476 0.10
H -2.926 0.428 0.298 0.10
H -2.046 1.527 -0.632 0.06
H -1.932 -2.138 -1.080 0.15
H 0.116 -3.584 -0.538 0.13
H 2.077 -2.666 0.023 0.13
H 5.560 -0.147 0.970 0.10
H 1.091 1.874 1.273 0.09
H 0.281 2.346 -0.270 0.14
H -0.635 1.983 1.085 0.10
```

Max |F|   0.0689 Eh/bohr
Frontier orbital gap (alpha / beta)   7.4126 / 7.4131 eV
LUMO energy (alpha / beta)   -0.23802 / -0.23800 Eh
Net charge   +1
HOMO (alpha / beta)   -0.5104 / -0.5104 Ha
Energy   -550.90928 Ha
Energy relative to the best compared isomer or geometry (same formula, charge and spin)   275.3 kJ/mol

Which of these has the highest energy relative to the best compared isomer or geometry (same formula, charge and spin)?
CH4P2

Look up the max |F| of the fourth one.
0.0689 Eh/bohr

What did the second record say?
This record from the OMol25 dataset describes a 2-piece molecular cluster, C7H12 overall. The level of theory is ωB97M-V/def2-TZVPD.

```
19
Properties=species:S:1:pos:R:3:lowdin_charge:R:1
C -0.522 2.595 0.164 -0.10
C -0.333 1.419 -0.744 -0.12
C -0.042 0.175 -0.356 -0.31
C 0.632 -0.805 -1.219 -0.09
C 1.312 -1.682 -0.476 -0.09
C 1.047 -1.497 1.002 -0.18
C -0.077 -0.438 1.030 -0.15
H 0.179 3.379 -0.149 0.07
H -1.526 3.032 0.144 0.07
H -0.279 2.333 1.198 0.06
H -0.275 1.634 -1.812 0.10
H 0.685 -0.698 -2.299 0.11
H 2.036 -2.395 -0.857 0.10
H 0.751 -2.436 1.485 0.11
H 1.943 -1.139 1.526 0.11
H 0.021 0.288 1.842 0.10
H -1.046 -0.937 1.166 0.09
H -2.100 -1.750 -0.866 0.05
H -2.406 -1.079 -0.778 0.05
```

Max |F|   0.0043 Eh/bohr
Frontier orbital gap   9.2218 eV
LUMO energy   0.04151 Eh
HOMO   -0.2974 Ha
Energy   -273.84707 Ha
Energy relative to the best compared isomer or geometry (same formula, charge and spin)   161.4 kJ/mol

Repeat the first record exactly.
This record from the OMol25 dataset describes one molecule with the formula CH4P2. The level of theory is ωB97M-V/def2-TZVPD.

```
7
Properties=species:S:1:pos:R:3:lowdin_charge:R:1
C -0.827 -1.106 0.216 -0.29
P 1.810 0.215 -0.091 0.51
P -0.227 0.256 -0.437 0.21
H -1.124 -0.937 1.198 -0.09
H 1.548 0.072 1.226 -0.26
H -0.218 -0.091 -1.750 -0.07
H -0.961 1.593 -0.361 -0.01
```

Max |F|   0.0824 Eh/bohr
Frontier orbital gap (alpha / beta)   7.7170 / 6.5595 eV
LUMO energy (alpha / beta)   -0.04007 / -0.06838 Eh
HOMO (alpha / beta)   -0.3237 / -0.3094 Ha
Energy   -722.98329 Ha
Energy relative to the best compared isomer or geometry (same formula, charge and spin)   429.5 kJ/mol